# 1
14
Properties=species:S:1:pos:R:3:forces:R:3 method="wB97M-V/def2-TZVPD" smiles="C=CO.C=CO" total_energy_ha=-307.553575 e_above_lowest_kj_mol=417.1 charge=0 homo_energy_ev=-8.53
H -2.1373 -0.3782 3.6953 -0.45 0.18 -0.27
O -1.9099 1.4929 2.7360 -1.00 1.40 0.56
O 1.1291 0.0933 -4.9688 -0.64 -1.50 -0.91
C -1.5992 0.5660 3.6835 2.13 -1.28 -0.47
H 1.9172 -1.9310 -3.1056 1.12 0.96 -0.21
H 0.1751 1.4696 4.3964 -0.03 0.08 -0.04
H -0.0323 -0.3451 4.6732 -0.50 0.14 1.10
H -0.4388 -0.1939 -3.6976 0.33 1.09 0.22
H 1.2021 -0.8451 -1.8125 -1.05 -0.64 -0.06
C 1.3447 -1.0318 -2.8698 -0.27 -0.89 -0.16
H -1.7565 1.2587 1.8146 0.09 -0.57 0.44
C -0.4815 0.6104 4.4255 -0.24 0.06 -1.34
H 1.9658 -0.3616 -5.1495 0.16 0.28 0.09
C 0.6214 -0.4041 -3.8205 0.35 0.70 1.04

# 2
66
Properties=species:S:1:pos:R:3:forces:R:3 method="wB97M-V/def2-TZVPD" smiles=COc1ccc(CN(C)C[C@@H]2CCCN(CCc3ccc(F)cc3)C2)c(OC)c1OC total_energy_ha=-1408.664132 e_above_lowest_kj_mol=32.9 charge=0 homo_energy_ev=-7.90
C 0.0960 0.2926 2.1220 0.05 0.05 -0.11
H 2.8391 0.2250 -0.9927 -0.06 0.03 -0.01
C -3.1792 0.7098 3.9936 -0.30 0.03 0.13
H -1.8137 0.2525 -1.8784 -0.04 0.02 0.02
C -0.0799 -2.7377 -1.1621 0.01 0.40 -0.09
H 0.6780 0.8768 2.8408 -0.04 0.03 -0.07
H -5.6404 1.6551 5.0178 0.00 -0.06 -0.02
H 2.5240 -2.4634 -3.4219 0.04 -0.09 -0.02
H 0.2870 -1.5273 -2.9038 -0.05 0.03 -0.06
C -2.3104 0.5233 1.3432 -0.05 0.05 0.22
H 0.2263 -3.0103 1.5602 -0.04 -0.03 0.00
H 2.2883 -3.0182 0.1442 -0.03 -0.05 0.13
C -2.5305 0.4228 -1.0736 -0.17 -0.11 -0.48
C 3.8199 1.7288 -4.2147 0.08 0.03 0.14
H 3.3248 1.0637 -4.9072 -0.05 -0.09 -0.08
H 5.5922 4.1180 -1.7681 0.05 0.09 0.05
C -0.0186 -1.9913 1.2466 0.15 0.18 -0.30
O -1.7542 0.4493 0.1017 -0.01 0.03 0.45
C 4.1270 -0.2158 -2.6578 -0.34 0.13 0.19
H -3.4906 0.7854 5.0223 -0.09 0.01 0.08
H 4.9452 -0.5655 -2.0280 0.00 -0.06 -0.02
C 0.5520 -1.7760 -0.1557 0.08 -0.39 0.24
H 4.1056 -0.8277 -3.5602 0.06 -0.06 -0.01
C -5.9546 0.7603 4.4701 -0.08 0.01 0.26
C 4.9504 2.0966 -2.1380 -0.08 -0.04 -0.14
H 2.5413 -1.3188 0.5604 0.02 -0.08 0.01
C 4.5955 3.9031 -3.6438 -0.02 -0.12 0.03
H 0.1548 -3.2519 -3.2531 -0.02 0.03 -0.08
C 2.0722 -1.9886 -0.1614 -0.21 0.25 0.07
H 0.0971 -3.7675 -0.8392 -0.03 -0.10 0.06
H -1.1602 -2.5813 -1.2074 -0.07 -0.07 0.04
F 4.7363 5.2123 -3.9525 -0.01 -0.10 0.02
C 0.4763 -1.6139 3.5671 0.00 -0.05 -0.06
C 5.0972 3.4374 -2.4427 -0.04 0.23 -0.14
H 0.9528 -0.9170 4.2556 0.00 0.02 0.11
H 3.5771 3.4631 -5.4678 -0.02 0.07 -0.08
N 2.6795 -1.7911 -1.4625 0.06 -0.06 0.09
C 3.9556 3.0667 -4.5387 0.06 0.26 0.04
H 1.0198 -2.5580 3.6078 -0.01 -0.04 0.06
H -5.6399 -0.1324 5.0195 0.00 0.04 -0.02
H -3.2644 -0.3844 -1.0595 0.08 0.08 -0.03
H 1.9751 -0.0649 -2.5084 -0.02 0.07 0.07
C -3.6753 0.6350 1.6276 -0.31 0.09 -0.26
C 2.0707 -2.6630 -2.4488 -0.14 0.03 -0.19
C 2.8105 -0.4100 -1.8809 0.38 -0.17 -0.17
C 0.5445 -2.5244 -2.5386 0.16 -0.17 0.13
C -4.1075 0.7005 2.9670 0.00 0.00 -0.04
H -1.1171 -1.9116 1.2148 -0.02 -0.09 0.04
H -1.1161 0.6314 4.5063 0.11 -0.01 0.08
H -7.0396 0.7600 4.3750 0.07 0.00 0.06
H -0.5563 -1.7915 3.9028 0.01 -0.01 0.05
N 0.5655 -1.0855 2.2232 0.05 -0.11 0.07
C -5.3828 1.8040 0.4696 -0.16 0.31 -0.07
H 5.3389 1.7179 -1.2042 0.06 -0.05 0.11
C 4.3166 1.2261 -3.0176 0.07 -0.08 -0.10
H -6.0281 1.9689 1.3343 0.06 -0.01 -0.10
H -3.0411 1.3734 -1.2471 0.02 -0.06 0.02
O -5.4606 0.7579 3.1544 0.36 -0.08 -0.43
O -4.6123 0.6270 0.6058 0.37 -0.34 0.51
H 2.3177 -3.6922 -2.1678 -0.01 -0.04 -0.10
C -1.3783 0.4922 2.3991 0.04 0.01 -0.08
C -1.8308 0.6120 3.6976 -0.04 0.02 -0.26
H 0.3385 -0.7534 -0.4750 -0.01 0.06 -0.03
H 0.3290 0.6519 1.1204 0.06 0.09 0.09
H -4.7406 2.6814 0.3263 -0.01 -0.06 -0.02
H -5.9951 1.6527 -0.4181 0.00 0.08 0.01

# 3
48
Properties=species:S:1:pos:R:3:forces:R:3 method="wB97M-V/def2-TZVPD" total_energy_ha=-5491.676618 charge=-1 homo_energy_ev=-3.48
C -5.2666 -1.6240 0.6882 0.09 -0.03 0.00
H 0.6948 3.5687 0.1180 -0.02 0.04 -0.01
C 2.8712 0.2112 -1.7628 0.03 0.01 0.04
H -0.5252 4.5315 2.0229 0.02 -0.01 -0.02
H 4.3680 3.7686 -2.0289 -0.02 0.01 0.02
C 0.6922 1.5685 0.8644 0.03 -0.05 -0.02
C 2.3118 1.2743 -0.9273 0.00 0.12 0.06
H -1.2956 3.1290 3.8883 0.00 -0.03 -0.01
Cu 0.8869 -1.1557 -0.1519 0.05 -0.02 0.01
C -1.6225 -2.5020 0.0315 0.15 0.04 0.07
C -5.6630 -1.1966 -0.5664 -0.02 0.01 -0.02
H -2.7616 -1.5712 -2.2511 0.00 0.00 0.02
C 3.8632 0.4999 -2.7305 -0.10 -0.07 0.08
H 2.5233 -3.0307 -2.0630 0.00 0.00 -0.02
O -0.7804 -2.0308 -0.7933 -0.33 -0.24 -0.09
H -3.6172 -2.4252 1.8204 0.01 0.01 -0.03
H 4.1501 -2.6685 -3.9255 -0.01 -0.01 0.01
N 1.3209 0.8863 -0.1231 0.09 -0.04 0.02
C 0.0196 -1.3932 2.8318 -0.02 0.04 -0.01
C -0.7521 2.6963 3.0564 0.00 -0.01 0.03
C -3.9594 -2.0633 0.8588 -0.11 -0.05 0.01
H -5.9644 -1.6139 1.5144 -0.01 -0.01 0.00
C 2.8943 -2.0374 -2.2877 0.00 -0.03 0.01
H 2.6222 3.3217 -0.3639 0.05 0.06 -0.04
C -3.4805 -1.6024 -1.4428 -0.04 0.07 -0.02
H -5.1248 -0.8378 -2.6094 0.00 0.00 0.00
C -0.9411 0.4230 4.0504 -0.02 0.05 0.03
O -1.4058 -3.2413 0.9991 0.00 0.03 -0.01
C -3.0592 -2.0547 -0.1989 -0.02 -0.01 -0.01
C 0.4024 2.9241 0.9326 0.01 0.00 0.13
H 5.0519 -0.3860 -4.2998 -0.02 0.01 0.00
C 2.9335 2.5302 -1.0274 -0.05 -0.16 -0.07
C -0.6816 -0.9111 3.9560 0.01 -0.08 -0.01
C -4.7898 -1.1827 -1.6407 0.04 -0.01 0.02
H -1.0174 -1.6064 4.7144 0.01 0.00 -0.01
C -0.5027 1.2999 3.0327 0.03 -0.04 -0.08
C 3.8197 -1.8311 -3.3247 0.02 -0.07 -0.03
N 2.4405 -1.0634 -1.5334 0.14 0.25 -0.19
N 0.4471 -0.6105 1.8697 -0.13 0.17 0.24
C 4.3826 1.8114 -2.8439 0.02 0.03 -0.03
H 0.1994 -2.4528 2.7065 -0.01 0.01 0.00
H 5.1319 2.0303 -3.5954 0.00 -0.02 0.02
C 0.1988 0.7323 1.9499 0.09 -0.03 -0.07
C -0.3134 3.4676 2.0194 0.04 0.02 -0.08
C 4.3093 -0.5747 -3.5318 0.02 0.05 -0.01
Br -7.4592 -0.6063 -0.8226 0.01 0.00 0.00
C 3.9381 2.7739 -1.9746 -0.05 0.00 0.06
H -1.4903 0.8251 4.8951 0.00 0.02 -0.01

# 4
11
Properties=species:S:1:pos:R:3:forces:R:3 method="wB97M-V/def2-TZVPD" spin_multiplicity=3 total_energy_ha=-1723.309425 charge=0 homo_energy_ev="-6.71 / -9.77"
S 1.7101 2.1804 -0.5182 0.06 -0.55 0.11
H -2.8765 1.0345 -0.1196 -1.52 0.48 -0.25
S 1.5597 -0.3725 1.9072 -1.11 0.19 -0.43
C -1.3063 -0.2633 -0.0839 -2.21 -1.90 -0.25
N -1.9076 0.9017 -0.1016 4.09 -0.20 -0.72
H 0.3426 -0.9921 1.7919 0.56 -0.02 0.58
P 0.9918 0.3880 -0.0033 2.00 1.51 0.67
S -1.5584 -1.8570 -0.1309 -0.15 0.82 0.32
N 2.3822 -1.7111 -1.3963 1.26 -2.10 -1.38
C 1.8170 -0.8783 -0.8826 -0.89 1.70 0.46
H -1.1546 1.5696 -0.4627 -2.09 0.06 0.90

# 5
27
Properties=species:S:1:pos:R:3:forces:R:3 method="wB97M-V/def2-TZVPD" smiles=Cc1ccccc1.CCSC total_energy_ha=-788.697550 e_above_lowest_kj_mol=318.0 charge=0 homo_energy_ev=-8.33
C -1.6597 2.0433 -0.5489 -0.40 -2.16 -1.32
H 2.7030 2.0122 1.8528 1.66 1.33 0.07
H 0.6568 -0.7288 2.4803 -0.23 2.06 1.29
H 0.5767 -2.4328 2.4667 -0.56 0.02 -0.77
C -0.7054 1.7649 -1.6198 -2.88 0.72 3.78
H -0.1938 0.5719 -3.1998 -0.11 -0.93 0.95
H -2.9685 -0.8197 -0.0764 -1.59 -3.26 0.98
C -2.3866 -0.1849 -0.6007 -0.33 1.15 -0.46
C -2.5551 1.0499 -0.0446 1.77 4.18 1.04
H -1.8436 3.0619 -0.4860 -0.11 1.89 1.31
H 0.4667 -1.3930 0.8084 -0.91 -0.46 2.08
H -0.6698 -2.0422 -2.8548 -1.73 0.04 0.63
H -0.8483 -2.2222 -1.1683 -0.09 -0.40 0.12
H 4.0162 0.0019 0.8584 -2.26 0.74 0.00
C -1.4471 -1.8971 -2.0233 2.06 -1.03 -0.82
C 0.8424 -1.5428 1.8848 0.06 -2.09 -3.05
H 0.0002 2.4812 -1.8399 1.15 1.77 -0.83
C 2.8508 0.0654 0.9589 1.75 -1.86 -0.31
H 1.3213 1.3122 1.8248 -2.53 -0.54 0.05
H -2.3310 -2.5397 -2.0245 0.16 0.15 -0.54
H 2.3350 0.2564 0.0363 0.29 -0.25 -0.94
C -0.7200 0.5971 -2.2196 -2.16 -4.15 -1.62
C 2.3115 1.0477 1.9556 2.46 -2.67 2.51
H 2.5995 0.5127 2.9618 -1.00 1.83 -1.29
C -1.6821 -0.4797 -1.7217 3.08 2.64 -0.71
S 2.5454 -1.7770 1.4273 1.21 1.95 0.29
H -3.2147 1.2812 0.9123 1.26 -0.63 -2.46

# 6
78
Properties=species:S:1:pos:R:3:forces:R:3 method="wB97M-V/def2-TZVPD" total_energy_ha=-5842.489803 e_above_lowest_kj_mol=151.0 charge=0 homo_energy_ev=-6.34
C -3.6878 0.6650 -2.1893 0.43 0.23 0.77
O 0.3947 -5.2793 1.7686 0.05 -0.28 -0.09
F 4.6011 1.1616 -0.4895 -0.13 -0.17 -0.22
H 2.9202 1.5643 3.9271 0.09 0.01 -0.09
C -3.8384 2.8181 0.2357 0.58 -0.64 -0.35
O 0.2152 -3.0817 2.8176 -0.01 0.45 0.42
C -4.0726 -3.3475 2.9649 0.37 0.17 -0.20
Si -0.2791 2.3961 -1.8463 0.57 0.94 -0.85
C 0.1847 0.1197 5.2554 0.04 0.10 -0.09
N -0.3798 -2.7866 -3.9197 -0.19 -0.17 -0.24
H -4.8807 -3.9476 3.3558 -0.04 -0.02 0.01
N -1.5696 -1.0082 4.1462 -0.05 -0.13 0.67
C 4.0362 0.0453 -3.9096 0.01 -0.05 -0.05
C -3.7393 -3.3812 1.6115 0.06 -0.03 -0.07
C -0.2354 1.4448 -3.5169 -0.15 0.02 0.83
F 2.3738 -0.2435 -0.1637 0.40 0.25 -0.49
C -2.6951 -2.5972 1.1691 -0.59 -0.35 -0.04
H -0.8162 4.6291 -2.8698 0.28 -0.04 -0.16
C -2.2690 -1.7957 3.2698 -0.90 -0.24 -0.33
C -3.3304 -2.5464 3.8005 0.06 0.04 -0.08
Si -3.3395 1.0545 -0.3428 -1.36 0.35 -0.12
H -4.2798 -4.0080 0.9204 -0.01 -0.01 -0.08
H -0.5538 2.0833 -4.3356 -0.12 0.28 0.02
C 4.6733 0.7718 -2.8607 -0.37 -0.15 -0.03
H -4.2961 -0.0490 1.7325 0.05 -0.02 0.18
N -1.9791 -1.8018 1.9679 -0.47 0.04 0.68
H -4.7491 0.7020 -2.4165 -0.22 0.05 0.12
C 5.7671 1.6193 -3.0767 -0.18 -0.32 0.07
H 1.8604 0.6310 1.9074 0.12 -0.01 -0.15
H 1.8011 1.1940 6.1454 0.04 0.03 0.06
C 6.3107 1.8840 -4.3420 0.10 0.02 -0.56
C 2.8935 -0.6961 -3.7275 -0.11 0.08 0.14
C 1.4065 0.4869 2.8751 0.42 0.50 0.29
H 1.9366 2.2623 -0.6537 0.12 -0.06 0.06
C 4.0712 0.5801 -1.5866 -0.09 -0.02 0.12
H -1.8914 -1.0968 5.1027 0.07 0.02 -0.28
H -3.3388 -0.3361 -2.4386 0.08 -0.13 0.00
H 1.4204 3.9262 -0.8193 -0.09 0.14 0.11
C -1.3186 3.9871 -2.1533 0.15 -0.86 0.54
H -3.3609 3.5827 -0.3664 0.05 0.20 -0.11
C 0.1788 -0.9007 -1.2508 0.00 0.09 -0.51
N -0.4027 -0.5386 -0.2438 0.37 -0.52 -0.80
As -0.9984 1.1891 0.1745 -1.06 1.48 -0.61
N 6.7864 2.1728 -5.3491 0.18 0.07 -0.33
C 2.3567 -3.4571 1.5142 0.68 -0.46 -0.01
H 0.7762 1.1218 -3.7370 0.21 -0.05 0.03
F 4.5573 0.0970 -5.1496 -0.19 -0.10 0.36
C -4.5128 -0.0837 0.6681 0.83 0.20 -0.29
F 3.1080 -3.9618 2.4867 -0.39 -0.06 -0.12
H -3.5382 -2.5091 4.8601 0.00 0.03 0.07
H -2.3031 3.7628 -2.5522 -0.19 -0.07 -0.05
F 2.4043 -2.1075 1.6339 -0.15 0.44 -0.03
Mg -0.0329 -1.5515 1.4170 -0.19 0.93 0.38
C 2.9227 -0.1475 -1.4231 0.09 -0.09 -0.15
H -5.5388 0.2479 0.5341 -0.10 0.26 -0.16
C 1.3727 0.8131 5.2313 -0.26 -0.19 -0.36
H -4.9082 2.9879 0.2130 -0.25 -0.11 -0.07
F 2.8972 -3.7679 0.3441 -0.31 -0.11 0.15
C 2.2542 -0.7786 -2.4776 0.46 0.03 0.07
H -3.4957 2.9523 1.2618 -0.02 -0.01 0.11
H -0.8702 0.5636 -3.5218 -0.12 -0.09 -0.06
C 0.2324 -2.1052 -3.2302 -0.34 -0.30 -0.19
F 2.3375 -1.3175 -4.7859 0.16 0.27 0.28
C 1.4771 2.9722 -1.3374 -0.71 -0.37 0.01
H -2.4103 -2.5873 0.1252 0.01 -0.07 -0.03
C 1.9976 1.0127 4.0009 -0.04 0.00 -0.05
H -4.4684 -1.1168 0.3411 -0.02 -0.05 -0.04
C 0.8967 -1.2798 -2.2941 0.11 0.22 0.55
C -0.3570 -0.3733 4.0564 0.48 0.54 0.22
N 6.8841 3.0561 -1.2888 0.17 0.13 0.24
S 0.5598 -3.8794 1.6532 1.58 -2.94 0.64
H -0.3388 -0.0441 6.1864 -0.04 -0.04 0.04
H 2.1480 3.0989 -2.1820 0.01 -0.04 -0.24
C 6.3723 2.3793 -2.0678 0.10 0.33 0.59
N 0.2541 -0.1969 2.8822 0.00 0.01 0.81
H -3.1805 1.3623 -2.8489 0.10 0.12 -0.12
O 0.0584 -3.2494 0.4444 -0.18 0.22 -0.92
H -1.4428 4.5574 -1.2375 -0.03 0.14 0.15